1.
The following is a DFT calculation (ωB97M-V/def2-TZVPD) of a cluster of 2 separate species, C2H2O3S in total in a non-equilibrium geometry.

Summary:
Orbital gap: 10.4509 eV
DFT total energy: -701.3112 Ha
Charge: 0
Molecular weight: 106.10 g/mol

Element x y z (Å)
1 C -2.064 0.029 -0.095
2 C 0.941 0.524 -0.267
3 O -2.929 -0.262 0.572
4 O -1.166 0.241 -0.753
5 O 0.868 1.366 0.583
6 S 1.439 -1.266 -0.026
7 H 0.973 0.575 -1.287
8 H 1.938 -1.207 1.271

Force components x, y, z for each atom (eV/Å):
C -0.12 -0.52 0.25
C 2.17 -0.93 3.90
O -2.51 -0.47 1.83
O 1.19 0.76 -2.41
O 0.01 -0.70 -0.92
S 0.22 0.66 1.21
H -0.36 1.06 -2.83
H -0.60 0.14 -1.03

Atom charges from the natural (NBO) analysis, given in e for atoms 1 to 2: number 1, C, carries 1.048; number 2, C, carries 0.360

2.
The following is a DFT calculation (ωB97M-V/def2-TZVPD) of a cluster of 5 separate species, C2H14O5 in total in a non-equilibrium geometry.

Summary:
Orbital gap: 10.7799 eV
DFT total energy: -460.8045 Ha
Charge: 0
Molecular weight: 118.13 g/mol

Element x y z (Å)
1 C -1.916 0.317 -0.523
2 O -1.066 0.777 0.531
3 C -3.077 -0.462 0.094
4 H -1.399 -0.261 -1.292
5 H -2.315 1.233 -0.939
6 H -0.520 0.014 0.836
7 H -3.480 0.115 0.925
8 H -2.711 -1.414 0.464
9 H -3.853 -0.639 -0.657
10 H 1.296 2.887 0.162
11 H 0.326 1.683 0.498
12 O 1.135 1.958 -0.016
13 H 2.982 -2.297 -0.100
14 H 2.397 -0.958 -0.648
15 O 2.194 -1.750 -0.111
16 H 2.382 1.024 -0.916
17 H 2.645 0.667 -2.412
18 O 2.776 0.358 -1.514
19 H 0.783 -0.680 2.556
20 H 1.071 -1.447 1.241
21 O 0.349 -1.125 1.822

Force components x, y, z for each atom (eV/Å):
C -0.70 0.47 0.88
O 0.32 -0.78 -0.06
C 0.30 0.06 -0.47
H 0.18 0.09 0.09
H -0.02 0.13 -0.52
H -0.41 0.11 0.34
H -0.09 -0.06 -0.07
H -0.08 -0.21 0.15
H 0.01 -0.04 0.15
H -0.02 0.03 0.09
H 0.35 0.20 -0.98
O 0.13 0.23 0.46
H 0.01 0.06 -0.02
H 0.12 -0.17 -0.27
O -0.24 -0.38 0.41
H -0.29 0.09 -0.20
H -0.13 0.00 0.00
O 0.39 0.30 0.10
H -0.01 -0.02 -0.01
H 0.04 0.01 -0.03
O 0.14 -0.12 -0.05

Atom charges from the natural (NBO) analysis, given in e for atoms 1 to 2: number 1, C, carries -0.059; number 2, O, carries -0.781

3.
The following is a DFT calculation (ωB97M-V/def2-TZVPD) of a cluster of 10 separate species, H20O10 in total.

Summary:
Orbital gap: 10.5506 eV
DFT total energy: -764.3504 Ha
Charge: 0
Molecular weight: 180.15 g/mol

Element x y z (Å)
1 O -2.182 0.929 3.379
2 H -1.495 1.385 3.865
3 H -2.735 1.629 3.032
4 O 1.332 -4.315 -0.254
5 H 1.285 -3.378 -0.067
6 H 1.866 -4.376 -1.046
7 O 4.980 -0.908 -0.250
8 H 4.872 -0.360 0.527
9 H 5.174 -0.291 -0.955
10 O 0.382 -0.468 0.502
11 H 0.893 0.276 0.181
12 H -0.177 -0.098 1.185
13 O -2.339 -0.555 -3.106
14 H -1.575 -0.166 -2.680
15 H -2.889 0.192 -3.341
16 O -1.716 3.133 -1.447
17 H -1.919 3.390 -0.547
18 H -2.569 3.069 -1.876
19 O 2.067 4.390 1.095
20 H 2.382 3.813 0.399
21 H 2.804 4.974 1.275
22 O -0.942 -4.655 2.551
23 H -1.688 -4.813 1.972
24 H -0.212 -4.479 1.958
25 O 3.253 2.141 -2.372
26 H 3.062 1.568 -3.115
27 H 3.368 3.008 -2.761
28 O -4.992 -2.054 0.671
29 H -5.873 -1.679 0.683
30 H -4.414 -1.302 0.541

Force components x, y, z for each atom (eV/Å):
O 0.04 -0.23 -0.18
H 0.20 0.08 0.19
H -0.18 0.16 -0.06
O -0.16 -0.21 0.19
H -0.03 0.39 0.06
H 0.13 -0.07 -0.16
O -0.01 -0.25 -0.04
H -0.05 0.10 0.22
H 0.03 0.18 -0.21
O 0.07 -0.25 -0.16
H 0.18 0.18 -0.13
H -0.26 0.02 0.28
O -0.10 -0.19 -0.07
H 0.25 0.07 0.20
H -0.14 0.14 -0.09
O 0.20 -0.11 -0.13
H 0.02 0.09 0.25
H -0.21 0.02 -0.14
O -0.22 0.00 0.12
H 0.04 -0.21 -0.24
H 0.16 0.17 0.09
O -0.03 0.02 0.32
H -0.19 -0.02 -0.14
H 0.26 -0.03 -0.24
O 0.07 -0.05 0.32
H -0.09 -0.20 -0.17
H 0.03 0.24 -0.10
O 0.00 -0.19 0.03
H -0.24 0.03 0.01
H 0.25 0.13 -0.04

Atom charges from the natural (NBO) analysis, given in e for atoms 1 to 2: number 1, O, carries -0.935; number 2, H, carries 0.470

Repeat the second record exactly.
The following is a DFT calculation (ωB97M-V/def2-TZVPD) of a cluster of 5 separate species, C2H14O5 in total in a non-equilibrium geometry.

Summary:
Orbital gap: 10.7799 eV
DFT total energy: -460.8045 Ha
Charge: 0
Molecular weight: 118.13 g/mol

Element x y z (Å)
1 C -1.916 0.317 -0.523
2 O -1.066 0.777 0.531
3 C -3.077 -0.462 0.094
4 H -1.399 -0.261 -1.292
5 H -2.315 1.233 -0.939
6 H -0.520 0.014 0.836
7 H -3.480 0.115 0.925
8 H -2.711 -1.414 0.464
9 H -3.853 -0.639 -0.657
10 H 1.296 2.887 0.162
11 H 0.326 1.683 0.498
12 O 1.135 1.958 -0.016
13 H 2.982 -2.297 -0.100
14 H 2.397 -0.958 -0.648
15 O 2.194 -1.750 -0.111
16 H 2.382 1.024 -0.916
17 H 2.645 0.667 -2.412
18 O 2.776 0.358 -1.514
19 H 0.783 -0.680 2.556
20 H 1.071 -1.447 1.241
21 O 0.349 -1.125 1.822

Force components x, y, z for each atom (eV/Å):
C -0.70 0.47 0.88
O 0.32 -0.78 -0.06
C 0.30 0.06 -0.47
H 0.18 0.09 0.09
H -0.02 0.13 -0.52
H -0.41 0.11 0.34
H -0.09 -0.06 -0.07
H -0.08 -0.21 0.15
H 0.01 -0.04 0.15
H -0.02 0.03 0.09
H 0.35 0.20 -0.98
O 0.13 0.23 0.46
H 0.01 0.06 -0.02
H 0.12 -0.17 -0.27
O -0.24 -0.38 0.41
H -0.29 0.09 -0.20
H -0.13 0.00 0.00
O 0.39 0.30 0.10
H -0.01 -0.02 -0.01
H 0.04 0.01 -0.03
O 0.14 -0.12 -0.05

Atom charges from the natural (NBO) analysis, given in e for atoms 1 to 2: number 1, C, carries -0.059; number 2, O, carries -0.781

Number 2 is which compound? C2H14O5

What is the formula in the third record? H20O10